{"formula": "C7H14BrClN4Si", "method": "the ωB97M-V functional and the def2-TZVPD basis", "energy_ha": -3817.6939, "homo_lumo_gap_ev": 3.6, "fmax_ev_per_a": 3.64, "charge": 0, "homo_ev": -5.8257, "lumo_ev": -2.2, "symbols": ["C", "C", "N", "C", "N", "C", "N", "Si", "C", "C", "C", "N", "Br", "H", "H", "H", "H", "H", "H", "H", "H", "H", "H", "H", "H", "H", "H", "Cl"], "positions_angstrom": [[4.411801, 0.605329, 2.219466], [4.027443, 1.172951, 1.052730], [2.758565, 0.763793, 0.512515], [2.518126, -0.115902, -0.460331], [1.210031, -0.239185, -0.627526], [0.606441, 0.589387, 0.226088], [-0.674207, 0.810101, 0.411960], [-1.934515, -0.122901, -0.540627], [-3.669812, 0.567753, -0.224420], [-1.920356, -1.851152, 0.177911], [-1.565863, -0.266028, -2.359058], [1.573646, 1.253054, 0.970965], [1.382022, 2.470816, 2.313535], [4.396190, -0.483501, 2.292992], [4.694341, 1.170795, 3.104315], [4.624599, 1.863471, 0.463484], [3.303917, -0.623360, -0.996487], [-0.997484, 1.488385, 1.083509], [-3.648877, 1.661511, -0.156078], [-4.305240, 0.218106, -1.036170], [-3.974009, 0.171282, 0.746763], [-2.910545, -2.281129, 0.251599], [-1.496452, -1.841568, 1.207119], [-1.238396, -2.449706, -0.413328], [-0.599954, -0.720613, -2.578992], [-2.322665, -0.958746, -2.748243], [-1.656264, 0.669839, -2.926912], [-2.592484, -3.522783, -1.966778]], "forces_ev_per_angstrom": [[-0.256, -0.110, -0.210], [-0.139, 0.102, 0.605], [3.398, -0.944, -0.911], [-2.004, 0.824, 0.769], [0.185, -0.730, -0.843], [0.222, 1.233, 1.404], [-0.496, -0.257, -1.030], [-1.325, -2.219, -0.561], [1.410, 0.661, 0.476], [1.269, 1.334, 1.692], [0.082, 0.825, -0.225], [-0.637, -0.727, -0.569], [0.066, -0.147, -0.145], [-1.578, 0.179, 0.703], [1.656, -0.039, -0.615], [-0.744, 1.020, 0.594], [-0.057, -0.047, 0.015], [0.423, 0.064, 0.150], [-0.393, -0.066, -0.195], [-0.077, 0.031, 0.124], [-0.288, -0.013, -0.182], [0.066, -0.178, -0.359], [-0.195, 0.235, -0.122], [-0.315, -0.309, -0.052], [-0.057, -0.004, 0.123], [0.060, -0.100, 0.263], [0.090, -0.032, 0.132], [-0.365, -0.586, -1.029]], "nbo_charge": [-0.305, -0.072, -0.219, 0.291, -0.459, 0.592, -0.896, 1.735, -1.107, -1.135, -1.153, -0.302, 0.357, 0.222, 0.228, 0.227, 0.244, 0.426, 0.219, 0.269, 0.240, 0.279, 0.191, 0.292, 0.258, 0.313, 0.219, -0.954]}